No. 1
# C6H7N

A single C6H7N molecule at a distorted geometry (ωB97M-V/def2-TZVPD, the OMol25 dataset).

The energy relative to the best compared isomer or geometry (same formula, charge and spin) is 4.475 eV. Its frontier orbital gap is 10.38 eV. Its LUMO energy is -0.28 eV. The HOMO energy comes out at -10.7 eV.

ORCA input file:
```
! wB97M-V def2-TZVPD RIJCOSX def2/J DEFGRID3
* xyz 0 1
C 0.195 1.447 -0.013
C 0.395 -0.062 0.166
C -0.865 -0.860 -0.254
C -1.937 -0.644 0.727
N -2.738 -0.450 1.539
C 1.557 -0.496 -1.635
C 1.770 -0.655 -0.376
H -0.111 1.708 -1.032
H -0.581 1.794 0.679
H 1.118 1.987 0.207
H 0.545 -0.255 1.228
H -1.222 -0.557 -1.246
H -0.648 -1.931 -0.308
H 2.520 -1.026 0.319
*
```



No. 2
# C63H57BiCl2GeN11O4S2

A molecular structure, C63H57BiCl2GeN11O4S2 at a distorted geometry (ωB97M-V/def2-TZVPD, the OMol25 dataset).

The energy relative to the best compared isomer or geometry (same formula, charge and spin) is 1.797 eV. Its frontier orbital gap (spin up / spin down) is 6.02 / 4.79 eV. Its LUMO energy (spin up / spin down) is 1.62 / 1.62 eV. The HOMO energy (spin up / spin down) comes out at -4.4 / -3.2 eV.

ORCA input file:
```
! wB97M-V def2-TZVPD RIJCOSX def2/J DEFGRID3
* xyz -1 1
Bi -0.422 -0.909 -0.466
O 1.314 4.201 -5.755
N 1.305 3.000 -6.135
O 1.568 2.696 -7.317
C 1.013 1.976 -5.240
C 1.004 0.681 -5.739
C 0.724 -0.421 -4.911
C 0.718 -1.743 -5.414
C 0.471 -2.792 -4.578
C 0.230 -2.542 -3.224
N 0.225 -1.313 -2.735
C 0.449 -0.257 -3.543
C 0.451 1.100 -2.998
N 0.197 1.232 -1.688
C 0.195 2.420 -1.123
C 0.462 3.573 -1.850
C 0.732 3.471 -3.193
C 0.732 2.212 -3.828
H 1.212 0.535 -6.787
H 0.909 -1.899 -6.469
H 0.451 -3.813 -4.936
H 0.023 -3.345 -2.534
H -0.039 2.446 -0.064
H 0.442 4.537 -1.359
H 0.937 4.342 -3.792
Cl -3.305 -5.283 -0.433
C -1.575 -5.447 -0.362
C -1.041 -6.743 -0.336
C 0.306 -6.947 -0.260
Cl 0.928 -8.586 -0.222
C 1.187 -5.845 -0.206
C 2.594 -5.951 -0.092
C 3.355 -4.824 -0.020
C 2.715 -3.565 -0.073
N 1.422 -3.430 -0.188
C 0.641 -4.544 -0.248
C -0.786 -4.298 -0.334
O -1.265 -3.118 -0.337
H -1.716 -7.587 -0.372
H 3.046 -6.934 -0.054
H 4.432 -4.880 0.074
H 3.291 -2.647 -0.025
C 1.419 -2.030 2.988
S -0.109 -2.875 2.611
O -1.140 -1.795 2.462
C -0.391 -3.609 4.211
C 0.408 -4.650 4.670
C 0.123 -5.231 5.894
C -0.961 -4.782 6.642
C -1.761 -3.757 6.161
C -1.482 -3.164 4.935
H 1.201 -1.283 3.751
H 1.746 -1.554 2.062
H 2.165 -2.751 3.321
H 1.235 -5.016 4.073
H 0.738 -6.041 6.262
H -1.187 -5.244 7.594
H -2.613 -3.419 6.737
H -2.093 -2.368 4.528
C -1.548 5.692 0.943
C -2.260 4.781 1.934
N -1.806 3.403 1.865
C -0.728 2.884 2.479
S -0.362 1.243 2.301
N 0.014 3.746 3.198
C 1.223 3.404 3.923
C 2.416 4.184 3.399
H -1.916 6.716 1.027
H -1.731 5.344 -0.074
H -0.468 5.702 1.107
H -3.325 4.762 1.721
H -2.167 5.147 2.961
H -2.353 2.747 1.323
H -0.291 4.702 3.243
H 1.370 2.331 3.797
H 1.070 3.591 4.989
H 2.553 3.996 2.333
H 3.326 3.887 3.921
H 2.291 5.260 3.539
C 3.064 1.804 0.356
C 3.387 0.974 -0.841
N 2.828 -0.168 -1.136
C 3.366 -0.550 -2.352
C 4.253 0.377 -2.790
N 4.263 1.360 -1.819
C 5.106 2.523 -1.803
N 6.509 2.158 -1.768
N 7.339 2.587 -2.740
N 8.523 2.147 -2.528
C 8.486 1.381 -1.374
C 9.506 0.676 -0.726
C 9.165 -0.018 0.407
C 7.832 -0.024 0.893
C 6.823 0.664 0.267
C 7.191 1.380 -0.884
H 2.220 1.350 0.878
H 2.766 2.816 0.074
H 3.899 1.882 1.057
H 3.053 -1.455 -2.843
H 4.852 0.452 -3.680
H 4.852 3.111 -0.922
H 4.978 3.136 -2.695
H 10.515 0.679 -1.114
H 9.920 -0.582 0.938
H 7.603 -0.598 1.781
H 5.806 0.631 0.628
C -2.338 -0.319 -1.335
Ge -3.922 0.131 -0.363
C -5.340 -0.941 -1.220
C -5.402 -2.305 -0.926
C -6.289 -3.142 -1.588
C -7.137 -2.628 -2.562
C -7.089 -1.276 -2.867
C -6.193 -0.444 -2.203
C -4.442 0.081 1.535
C -5.796 0.277 1.825
C -6.264 0.260 3.132
C -5.380 0.035 4.181
C -4.036 -0.177 3.911
C -3.572 -0.159 2.599
C -4.258 2.029 -0.874
C -4.886 2.977 -0.062
C -5.052 4.296 -0.480
C -4.571 4.702 -1.716
C -3.932 3.780 -2.535
C -3.784 2.464 -2.120
H -4.736 -2.729 -0.181
H -6.311 -4.199 -1.353
H -7.827 -3.280 -3.084
H -7.744 -0.868 -3.628
H -6.165 0.610 -2.459
H -6.500 0.437 1.014
H -7.318 0.415 3.332
H -5.742 0.013 5.202
H -3.343 -0.363 4.723
H -2.518 -0.337 2.409
H -5.281 2.676 0.902
H -5.565 5.007 0.158
H -4.695 5.728 -2.041
H -3.545 4.087 -3.499
H -3.271 1.752 -2.758
*
```



No. 3
# C21H45CoO6P

A molecular structure, C21H45CoO6P (ωB97M-V/def2-TZVPD, the OMol25 dataset).

The energy relative to the best compared isomer or geometry (same formula, charge and spin) is 0.000 eV. Its frontier orbital gap (spin up / spin down) is 8.87 / 10.21 eV. Its LUMO energy (spin up / spin down) is -6.66 / -5.38 eV. The HOMO energy (spin up / spin down) comes out at -15.5 / -15.6 eV.

ORCA input file:
```
! wB97M-V def2-TZVPD RIJCOSX def2/J DEFGRID3
* xyz 2 2
Co 0.732 -0.402 0.357
C 0.916 -2.879 1.854
C 2.377 -2.752 1.488
O 2.490 -1.722 0.482
C 3.012 -2.213 -0.761
C 1.985 -3.087 -1.450
O 0.709 -2.466 -1.301
C -0.119 -2.550 -2.464
C 0.237 -1.450 -3.434
O 0.057 -0.217 -2.748
C 0.868 0.843 -3.199
C 2.131 0.979 -2.364
O 1.902 0.825 -0.936
C 2.611 1.828 -0.162
C 2.903 1.322 1.235
O 1.687 0.816 1.799
C 1.856 0.092 3.022
C 0.671 -0.848 3.188
O 0.348 -1.562 1.974
H 0.769 -3.425 2.786
H 0.357 -3.365 1.058
H 2.763 -3.699 1.112
H 2.990 -2.463 2.341
H 3.943 -2.750 -0.576
H 3.230 -1.335 -1.356
H 1.952 -4.094 -1.025
H 2.261 -3.185 -2.502
H -1.144 -2.435 -2.123
H -0.027 -3.530 -2.936
H -0.400 -1.496 -4.321
H 1.277 -1.562 -3.761
H 0.276 1.757 -3.168
H 1.176 0.709 -4.240
H 2.559 1.964 -2.548
H 2.871 0.234 -2.660
H 2.013 2.740 -0.137
H 3.564 2.046 -0.643
H 3.286 2.143 1.845
H 3.645 0.520 1.201
H 1.888 0.784 3.866
H 2.804 -0.449 2.988
H -0.226 -0.292 3.427
H 0.860 -1.560 3.991
C -3.407 2.076 1.631
C -2.140 1.242 1.906
C -1.240 2.037 2.876
P -1.348 0.686 0.318
C -2.500 -0.538 -0.472
C -2.311 -1.906 0.195
C -4.000 -0.256 -0.573
C -1.167 2.170 -0.776
C -2.336 2.448 -1.720
C -0.735 3.439 -0.037
H -3.997 2.119 2.547
H -4.041 1.680 0.848
H -3.147 3.100 1.370
H -2.456 0.309 2.385
H -0.361 2.467 2.403
H -0.903 1.451 3.726
H -1.816 2.861 3.297
H -2.092 -0.578 -1.487
H -2.664 -1.895 1.228
H -1.275 -2.235 0.189
H -2.907 -2.651 -0.335
H -4.491 -0.349 0.396
H -4.434 -1.020 -1.221
H -4.243 0.712 -1.001
H -0.318 1.872 -1.385
H -3.231 2.758 -1.181
H -2.578 1.585 -2.339
H -2.061 3.268 -2.387
H -1.536 3.874 0.558
H -0.444 4.186 -0.778
H 0.118 3.273 0.621
*
```



No. 4
# C26H41F4KN6O

A molecular structure, C26H41F4KN6O at a distorted geometry (ωB97M-V/def2-TZVPD, the OMol25 dataset).

The energy relative to the best compared isomer or geometry (same formula, charge and spin) is 0.080 eV. Its frontier orbital gap is 2.51 eV. Its LUMO energy is 3.86 eV. The HOMO energy comes out at 1.3 eV.

ORCA input file:
```
! wB97M-V def2-TZVPD RIJCOSX def2/J DEFGRID3
* xyz -2 1
K 0.254 -0.282 -0.246
C -2.571 -2.474 -0.715
C -3.322 -1.199 -0.350
N -2.628 -0.401 0.657
C -3.178 0.956 0.729
C -3.043 1.733 -0.577
C -2.687 -1.138 1.940
C -2.242 -0.423 3.198
N -0.844 -0.058 3.067
C -0.287 0.703 3.989
C 1.114 0.982 3.873
F 1.768 0.408 2.834
C 1.815 1.766 4.734
F 3.134 1.956 4.505
C 1.227 2.376 5.841
C -0.118 2.109 6.005
F -0.763 2.642 7.071
C -0.847 1.319 5.154
F -2.158 1.118 5.472
H -3.130 -3.022 -1.477
H -2.411 -3.132 0.141
H -1.599 -2.227 -1.148
H -4.339 -1.446 0.005
H -3.437 -0.602 -1.253
H -2.627 1.490 1.500
H -4.241 0.934 1.038
H -2.038 1.625 -0.995
H -3.214 2.796 -0.382
H -3.761 1.424 -1.338
H -2.083 -2.044 1.849
H -3.733 -1.462 2.096
H -2.402 -1.145 4.011
H -2.921 0.410 3.413
H 1.784 2.997 6.526
N 3.816 0.930 -0.520
C 2.938 1.954 -1.099
C 2.583 3.036 -0.084
C 1.252 3.699 -0.418
N 0.169 2.799 0.026
H 4.755 1.296 -0.419
H 3.890 0.145 -1.173
H 2.018 1.466 -1.400
H 3.331 2.400 -2.018
H 3.387 3.776 0.005
H 2.486 2.563 0.895
H 1.167 3.816 -1.502
H 1.189 4.700 0.022
H -0.746 3.192 -0.153
H 0.238 2.637 1.025
N 1.234 -1.611 2.155
C 1.000 -2.830 1.583
N 2.051 -3.340 0.837
O -0.048 -3.447 1.726
H 2.090 -1.115 1.959
H 0.487 -1.075 2.565
H 2.651 -2.678 0.356
H 1.744 -4.086 0.234
C 0.865 -1.336 -5.369
C 1.191 -1.602 -3.920
C 0.853 -3.028 -3.527
C 1.054 -0.496 -2.878
C 2.451 -0.977 -3.315
C 3.337 -0.094 -4.153
C 4.697 -0.213 -4.183
C 5.431 -1.163 -3.403
C 4.660 -1.932 -2.498
C 3.293 -1.837 -2.396
H -0.220 -1.443 -5.536
H 1.375 -2.036 -6.050
H 1.150 -0.324 -5.664
H -0.136 -3.307 -3.924
H 0.809 -3.137 -2.440
H 1.589 -3.753 -3.908
H 0.824 0.437 -3.417
H 2.861 0.698 -4.725
H 5.252 0.481 -4.812
H 6.512 -1.226 -3.436
H 5.176 -2.606 -1.814
H 2.771 -2.444 -1.662
*
```



No. 5
# C37H36N6O2ReS4

A molecular structure, C37H36N6O2ReS4 at a distorted geometry (ωB97M-V/def2-TZVPD, the OMol25 dataset).

Its frontier orbital gap (spin up / spin down) is 6.70 / 5.46 eV. Its LUMO energy (spin up / spin down) is -10.97 / -12.23 eV. The HOMO energy (spin up / spin down) comes out at -17.7 / -17.7 eV.

ORCA input file:
```
! wB97M-V def2-TZVPD RIJCOSX def2/J DEFGRID3
* xyz 4 4
Re -0.346 -0.598 0.091
O -0.517 1.105 1.188
S -1.487 2.342 1.157
C -0.384 3.719 0.772
C 0.508 3.400 -0.412
C -0.269 3.103 -1.694
C 0.629 2.635 -2.826
S 1.445 1.068 -2.390
O 0.352 0.312 -1.571
C 1.503 0.244 -3.938
C 2.742 0.178 -4.562
C 2.813 -0.400 -5.823
C 1.669 -0.914 -6.417
C 0.436 -0.853 -5.765
C 0.340 -0.265 -4.517
C -1.851 2.668 2.843
C -0.982 2.278 3.855
C -1.263 2.696 5.146
C -2.374 3.495 5.399
C -3.236 3.860 4.374
C -2.985 3.438 3.075
H 0.177 3.942 1.679
H -1.076 4.544 0.574
H 1.136 2.547 -0.135
H 1.177 4.248 -0.566
H -0.808 3.989 -2.034
H -1.018 2.328 -1.514
H 1.466 3.317 -2.999
H 0.095 2.483 -3.762
H 3.630 0.586 -4.091
H 3.763 -0.442 -6.339
H 1.734 -1.364 -7.399
H -0.451 -1.247 -6.245
H -0.616 -0.187 -4.011
H -0.112 1.671 3.640
H -0.606 2.410 5.957
H -2.567 3.839 6.408
H -4.104 4.472 4.582
H -3.654 3.714 2.267
N 3.631 -1.891 -0.153
C 4.576 -0.891 0.259
C 5.902 -1.046 -0.093
C 6.822 -0.063 0.252
C 6.405 1.057 0.946
C 5.065 1.204 1.302
C 4.158 0.223 0.956
S 2.475 0.411 1.489
N 1.686 -0.830 0.572
C 2.325 -1.789 -0.077
C 1.460 -2.781 -0.771
C 1.912 -3.946 -1.338
C 1.005 -4.802 -1.957
C -0.335 -4.465 -1.971
C -0.733 -3.285 -1.374
N 0.144 -2.449 -0.788
H 4.026 -2.684 -0.636
H 6.226 -1.933 -0.628
H 7.861 -0.178 -0.027
H 7.119 1.821 1.225
H 4.746 2.071 1.870
H 2.956 -4.226 -1.295
H 1.348 -5.721 -2.416
H -1.074 -5.106 -2.433
H -1.770 -2.984 -1.365
C -5.468 0.688 -0.956
N -4.887 -0.040 0.189
C -5.573 -0.279 1.371
C -4.741 -0.926 2.194
N -3.528 -1.091 1.505
C -3.649 -0.512 0.285
S -2.461 -0.317 -0.951
C -2.480 -1.899 2.037
C -2.846 -2.906 2.908
C -1.878 -3.612 3.602
C -0.548 -3.270 3.418
C -0.248 -2.312 2.484
N -1.185 -1.644 1.752
H -6.444 0.265 -1.175
H -4.827 0.581 -1.824
H -5.577 1.740 -0.701
H -6.593 0.036 1.517
H -4.884 -1.236 3.214
H -3.891 -3.148 3.038
H -2.165 -4.401 4.285
H 0.248 -3.750 3.970
H 0.780 -2.043 2.294
*
```



No. 6
# CH6N2Si

A single CH6N2Si molecule at a distorted geometry (ωB97M-V/def2-TZVPD, the OMol25 dataset).

As for the SMILES: [SiH3]C1NN1. The energy relative to the best compared isomer or geometry (same formula, charge and spin) is 3.770 eV. Its frontier orbital gap is 9.92 eV. Its LUMO energy is 0.64 eV. The HOMO energy comes out at -9.3 eV.

ORCA input file:
```
! wB97M-V def2-TZVPD RIJCOSX def2/J DEFGRID3
* xyz 0 1
C -0.319 0.010 0.495
N -1.397 -0.736 -0.151
N -1.301 0.710 -0.279
Si 1.489 -0.015 -0.157
H -0.465 -0.080 1.761
H -0.904 -1.302 -0.884
H -1.923 1.282 0.303
H 1.625 1.479 -0.225
H 1.237 -0.255 -1.668
H 1.960 -1.092 0.804
*
```



No. 7
# H3NO3P2

A gas-phase ion, H3NO3P2 (charge -2) at a distorted geometry (ωB97M-V/def2-TZVPD, the OMol25 dataset).

As for the SMILES: N=P([O-])([O-])OP. The energy relative to the best compared isomer or geometry (same formula, charge and spin) is 0.740 eV. Its frontier orbital gap is 6.91 eV. Its LUMO energy is 7.47 eV. The HOMO energy comes out at 0.6 eV.

ORCA input file:
```
! wB97M-V def2-TZVPD RIJCOSX def2/J DEFGRID3
* xyz -2 1
N 0.687 0.206 1.516
O -1.977 0.090 1.289
O -0.717 2.262 0.638
O -0.586 -0.090 -0.925
P 0.480 -0.322 -1.970
P -0.704 0.776 0.891
H 0.233 -0.651 2.035
H 1.824 -0.417 -1.432
H 0.760 -1.853 -2.040
*
```



No. 8
# C14H14FN3O4S

A single C14H14FN3O4S molecule at a distorted geometry (ωB97M-V/def2-TZVPD, the OMol25 dataset).

As for the SMILES: CCOC(=O)Cc1nnc(NC(=O)COc2ccc(F)cc2)s1. The energy relative to the best compared isomer or geometry (same formula, charge and spin) is 0.000 eV. Its frontier orbital gap is 8.60 eV. Its LUMO energy is 0.17 eV. The HOMO energy comes out at -8.4 eV.

ORCA input file:
```
! wB97M-V def2-TZVPD RIJCOSX def2/J DEFGRID3
* xyz 0 1
C -3.238 3.074 -0.736
C -4.462 2.387 -0.162
H -5.303 2.405 -0.863
H -4.784 2.859 0.773
O -4.120 1.023 0.112
C -5.112 0.207 0.448
O -6.265 0.526 0.529
C -4.601 -1.207 0.725
C -3.168 -1.364 0.402
N -2.230 -1.465 1.266
N -1.009 -1.563 0.762
C -0.979 -1.539 -0.527
N 0.129 -1.614 -1.314
C 1.463 -1.738 -0.959
O 2.298 -1.787 -1.823
C 1.753 -1.805 0.529
O 3.125 -1.911 0.790
C 3.939 -0.854 0.498
C 5.304 -1.085 0.676
C 6.224 -0.087 0.439
C 5.771 1.152 0.020
C 4.427 1.405 -0.163
C 3.507 0.399 0.078
H 2.460 0.609 -0.076
H 4.104 2.380 -0.492
F 6.666 2.139 -0.215
H 7.281 -0.257 0.571
H 5.619 -2.063 1.001
H 1.291 -0.952 1.042
H 1.300 -2.714 0.935
H -0.027 -1.592 -2.316
S -2.577 -1.384 -1.260
H -4.751 -1.413 1.787
H -5.219 -1.899 0.148
H -2.938 2.594 -1.664
H -2.413 3.016 -0.031
H -3.464 4.117 -0.933
*
```



No. 9
# C4H7NO2

A molecular structure, C4H7NO2 at a distorted geometry (ωB97M-V/def2-TZVPD, the OMol25 dataset).

The energy relative to the best compared isomer or geometry (same formula, charge and spin) is 3.018 eV. Its frontier orbital gap is 8.21 eV. Its LUMO energy is 0.50 eV. The HOMO energy comes out at -7.7 eV.

ORCA input file:
```
! wB97M-V def2-TZVPD RIJCOSX def2/J DEFGRID3
* xyz 0 1
C -0.384 1.829 -0.296
C 0.183 0.439 -0.334
C 0.897 -0.130 1.430
O 1.140 0.750 2.158
C -0.686 -0.675 -0.473
O -1.893 -0.806 -0.442
N 0.138 -1.922 -0.208
H -1.418 1.799 0.062
H 0.200 2.442 0.402
H -0.376 2.323 -1.274
H 1.161 0.326 -0.810
H 0.650 -1.537 0.788
H 0.865 -2.108 -0.898
H -0.476 -2.730 -0.107
*
```